ORCA calculation (ωB97M-V with the def2-TZVPD basis set) on C31H34Li2O15S as an isolated structure.

```
83
Properties=species:S:1:pos:R:3:lowdin_charge:R:1
Li 3.04 2.08 0.98 0.849
Li -1.07 0.35 -2.65 0.774
S -0.03 0.94 0.08 0.325
O -0.16 -0.46 0.35 -0.323
O -0.04 1.10 -1.37 -0.401
O -1.12 1.63 0.78 -0.316
O 1.27 1.44 0.61 -0.436
C -1.47 -2.50 -3.47 -0.071
O -0.70 -1.64 -2.63 -0.127
H -1.03 -3.54 -3.52 0.113
H -1.66 -1.88 -4.20 0.021
H -2.52 -2.72 -3.06 0.112
H -0.31 -2.02 -1.96 -0.038
C 0.49 5.84 -0.73 -0.020
C -0.28 4.76 -0.30 -0.009
C -1.68 4.82 -0.39 -0.335
C -2.27 5.88 -1.03 -0.015
C -1.43 6.90 -1.58 -0.045
C -0.11 6.85 -1.41 -0.439
O 0.61 7.88 -1.90 -0.016
O -2.50 3.79 0.08 -0.057
H 1.48 5.70 -0.42 0.097
H 0.17 3.71 0.01 0.125
H -3.28 6.24 -0.95 0.106
H -1.79 7.88 -2.34 0.184
H 0.00 8.64 -2.34 0.175
H -1.94 2.84 0.32 0.119
C -0.08 -4.98 -0.89 0.056
C 0.30 -3.92 -0.10 -0.007
C 1.55 -3.27 -0.21 -0.189
C 2.54 -3.81 -1.27 0.048
C 2.14 -4.87 -2.05 -0.071
C 0.94 -5.44 -1.81 -0.323
O 0.58 -6.57 -2.51 0.009
O 1.89 -2.17 0.60 0.019
H -0.83 -5.45 -0.60 0.035
H -0.21 -3.63 0.63 0.039
H 3.48 -3.40 -1.30 0.067
H 2.76 -5.37 -2.79 0.117
H 1.36 -6.47 -3.19 0.141
H 1.15 -1.60 0.62 -0.001
C -3.64 -3.67 0.49 -0.038
C -4.01 -4.47 1.53 0.026
C -3.76 -4.03 2.92 -0.285
C -2.87 -2.96 3.03 -0.009
C -2.50 -2.14 1.89 0.014
C -2.84 -2.57 0.61 -0.356
O -2.40 -1.70 -0.33 0.005
O -4.33 -4.67 3.98 0.054
H -3.84 -4.05 -0.44 0.090
H -4.33 -5.36 1.31 0.052
H -2.61 -2.45 3.88 0.077
H -1.73 -1.17 1.96 0.156
H -1.72 -1.02 -0.20 0.044
H -4.29 -3.94 4.60 0.101
C 0.30 0.59 5.41 -0.003
C -0.32 0.74 4.15 -0.015
C -1.57 1.31 4.07 -0.347
C -2.22 1.86 5.20 0.022
C -1.43 2.07 6.45 0.037
C -0.19 1.32 6.54 -0.306
O 0.37 1.22 7.74 0.130
O -2.34 1.37 2.94 0.015
H 1.18 0.29 5.71 0.049
H -0.14 0.29 3.10 0.134
H -3.16 2.37 5.04 0.105
H -2.14 2.44 7.17 0.091
H 1.04 0.75 7.76 -0.028
H -1.95 1.38 2.07 -0.001
C 4.86 1.55 -4.76 -0.047
C 3.68 2.12 -4.40 -0.046
C 2.96 1.65 -3.33 -0.285
C 3.46 0.39 -2.64 0.029
C 4.74 -0.14 -3.01 -0.025
C 5.45 0.51 -4.08 -0.346
O 6.65 -0.06 -4.33 -0.030
O 1.81 2.24 -2.86 -0.026
H 5.24 1.87 -5.61 0.074
H 3.30 3.08 -4.93 0.161
H 2.99 -0.27 -2.04 0.050
H 5.28 -0.88 -2.36 0.120
H 6.71 -1.11 -3.96 0.207
H 1.08 1.76 -2.32 0.058
```

Calculated values
Energy relative to the best compared isomer or geometry (same formula, charge and spin): 367.1 kJ/mol
HOMO level: -7.443 eV
Molecular weight: 692.547 Da
DFT total energy: -2743.24480 Eh
Orbital gap: 5.914 eV
Total charge: 0


ORCA calculation (ωB97M-V with the def2-TZVPD basis set) on a 4-piece molecular cluster, C2H11O4 overall.

```
17
Properties=species:S:1:pos:R:3:lowdin_charge:R:1
C 0.79 0.99 0.49 -0.414
O -0.12 -0.04 0.24 -0.379
C 2.20 0.52 0.16 -0.114
H 0.57 1.90 -0.10 0.091
H 0.70 1.23 1.57 0.097
H 2.90 1.38 0.15 0.058
H 2.49 -0.27 0.84 0.064
H 2.25 0.12 -0.85 0.052
H -0.41 -1.35 -2.62 -0.008
H -0.02 -0.58 -1.21 -0.001
O 0.16 -0.69 -2.22 -0.159
H -1.32 -2.29 2.31 -0.022
H -0.44 -1.25 1.33 -0.010
O -0.50 -2.04 1.94 -0.121
H -1.60 1.82 -1.06 -0.011
H -1.64 0.65 -0.18 0.006
O -2.23 1.40 -0.49 -0.128
```

Calculated values
Energy relative to the best compared isomer or geometry (same formula, charge and spin): 24.9 kJ/mol
HOMO level: -4.521 eV
Molecular weight: 99.106 Da
DFT total energy: -383.79637 Eh
Orbital gap: 8.669 eV
Total charge: -1


ORCA calculation (ωB97M-V with the def2-TZVPD basis set) on an isolated ion of composition O5S2 and charge -2.

```
7
Properties=species:S:1:pos:R:3:lowdin_charge:R:1
O 2.04 0.95 0.37 -0.624
S 1.39 -0.12 -0.46 0.538
O 1.76 -1.47 0.03 -0.616
S -0.84 0.06 -0.06 0.334
O -1.35 -0.50 -1.33 -0.537
O -1.18 1.50 0.06 -0.510
O -1.43 -0.79 1.21 -0.585
```

Calculated values
Structure (SMILES): O=S(=O)=S(=O)([O-])[O-]
Energy relative to the best compared isomer or geometry (same formula, charge and spin): 39.3 kJ/mol
HOMO level: 0.433 eV
Molecular weight: 144.129 Da
DFT total energy: -1172.55929 Eh
Orbital gap: 6.004 eV
Total charge: -2